Density functional theory data (ωB97M-V with the def2-TZVPD basis set) for a gas-phase ion, C25H49N2O7 (charge +1).

F_max   0.1769 hartree/bohr
Relative energy (zero: lowest compared OMol25 entry of this formula, charge and spin)   703.48 kJ/mol
Charge   +1
2S+1   1
E_HOMO   -12.5 eV
E_tot   -1617.31816 Eh
HOMO-LUMO gap   9.99 eV

Cartesian coordinates (Å):
C  4.310  -3.030  1.617
C  4.065  -1.408  1.290
C  2.957  -1.162  0.085
N  1.680  -0.452  0.587
C  0.446  -1.266  0.315
C  0.435  -2.538  1.402
C  -0.463  -3.831  0.840
C  -0.313  -4.499  -0.647
N  -1.361  -4.378  1.765
C  -0.976  -0.474  0.224
C  -1.689  -0.986  -1.201
O  -1.737  -0.718  1.426
C  -2.961  -1.469  1.326
C  -4.312  -0.581  0.892
C  -4.028  1.029  0.786
C  -5.030  -1.214  -0.480
C  -6.327  -2.142  0.002
C  -5.643  -0.057  -1.476
O  -0.905  0.982  0.049
C  0.225  1.619  0.710
C  0.193  1.666  2.339
O  -1.169  2.152  2.742
O  -1.386  1.769  3.975
C  1.629  0.997  0.057
C  2.949  1.736  0.673
C  2.882  3.349  0.860
C  2.532  4.232  -0.469
O  3.783  4.483  -1.245
C  3.363  5.397  -2.337
C  1.438  1.101  -1.563
C  2.751  1.491  -2.444
C  2.585  0.684  -3.901
O  3.684  0.087  -4.408
O  1.291  0.560  -4.614
H  4.261  -3.612  0.575
H  5.421  -3.215  2.009
H  3.505  -3.472  2.349
H  5.117  -1.037  0.863
H  3.875  -0.774  2.255
H  2.721  -2.248  -0.342
H  3.507  -0.589  -0.765
H  1.807  -0.468  1.646
H  0.630  -1.799  -0.739
H  1.523  -3.005  1.555
H  0.108  -2.200  2.488
H  -0.947  -5.506  -0.631
H  -0.675  -3.834  -1.538
H  0.810  -4.843  -0.813
H  -1.304  -3.859  2.670
H  -1.973  -2.119  -1.192
H  -2.578  -0.247  -1.380
H  -0.959  -0.844  -2.135
H  -2.906  -2.505  0.740
H  -3.224  -1.815  2.442
H  -5.149  -0.708  1.734
H  -3.483  1.476  1.730
H  -5.097  1.554  0.741
H  -3.476  1.364  -0.207
H  -4.311  -1.957  -1.046
H  -7.092  -2.315  -0.896
H  -6.939  -1.655  0.874
H  -5.939  -3.191  0.348
H  -4.818  0.500  -2.104
H  -6.315  -0.639  -2.272
H  -6.333  0.690  -0.863
H  0.215  2.757  0.347
H  1.062  2.249  2.857
H  0.244  0.556  2.776
H  -1.622  0.794  3.918
H  3.965  1.488  0.113
H  3.100  1.280  1.767
H  2.164  3.735  1.719
H  3.972  3.694  1.207
H  1.644  3.843  -1.121
H  2.200  5.310  -0.079
H  3.417  4.894  -3.410
H  4.025  6.379  -2.280
H  2.240  5.765  -2.224
H  0.999  0.101  -2.043
H  0.620  1.932  -1.824
H  3.785  1.157  -2.025
H  2.709  2.644  -2.752
H  0.592  1.161  -4.221


Density functional theory data (ωB97M-V with the def2-TZVPD basis set) for a molecular structure, C25H49NO2SSi2Tb.

F_max   0.0416 hartree/bohr
Relative energy (zero: lowest compared OMol25 entry of this formula, charge and spin)   0.00 kJ/mol
Charge   +1
2S+1   7
⟨S²⟩   12.691
E_HOMO (alpha / beta)   -10.7 / -10.6 eV
E_tot   -2988.63992 Eh
HOMO-LUMO gap (alpha / beta)   7.68 / 7.67 eV

Cartesian coordinates (Å):
O  -0.346  -1.396  -0.134
O  -2.007  -0.375  -2.787
C  0.627  -2.410  -0.653
C  1.014  -3.400  0.420
H  1.479  -1.815  -1.002
H  0.142  -2.872  -1.522
H  1.347  -2.920  1.350
H  1.837  -4.020  0.054
H  0.176  -4.059  0.659
C  -1.571  -1.935  0.520
C  -2.297  -2.921  -0.362
H  -2.189  -1.053  0.734
H  -1.267  -2.382  1.478
H  -2.433  -2.535  -1.376
H  -3.288  -3.099  0.067
H  -1.762  -3.874  -0.397
C  -3.053  0.609  -2.998
C  -1.826  -1.234  -3.936
C  -4.271  0.340  -2.144
H  -3.352  0.622  -4.063
H  -2.618  1.589  -2.757
H  -4.729  -0.619  -2.419
H  -5.005  1.135  -2.316
H  -4.017  0.335  -1.076
C  -3.039  -2.092  -4.227
H  -0.949  -1.852  -3.711
H  -1.597  -0.608  -4.817
H  -3.387  -2.617  -3.329
H  -2.776  -2.844  -4.976
H  -3.858  -1.489  -4.631
H  -0.541  0.091  -1.422
Tb  0.439  0.410  1.154
C  -0.004  1.102  -1.324
Si  0.730  1.662  -2.986
H  -0.677  1.864  -0.894
H  0.984  1.068  -0.783
C  1.541  0.183  -3.806
C  2.055  2.922  -2.581
C  -0.475  2.421  -4.183
C  2.757  0.441  0.542
Si  3.502  1.424  1.926
H  3.099  0.830  -0.431
H  3.082  -0.616  0.577
C  4.488  2.901  1.313
C  4.699  0.379  2.927
C  2.202  2.127  3.115
H  0.088  2.826  -5.035
H  -1.036  3.241  -3.726
H  -1.196  1.695  -4.577
H  2.411  -0.168  -3.235
H  1.894  0.473  -4.806
H  0.850  -0.660  -3.928
H  2.621  2.691  -1.670
H  1.599  3.913  -2.455
H  2.764  2.977  -3.418
H  5.096  -0.442  2.317
H  4.229  -0.050  3.822
H  5.545  1.004  3.245
H  1.427  1.428  3.473
H  1.727  3.030  2.708
H  2.775  2.429  4.006
H  5.312  3.095  2.016
H  3.868  3.805  1.259
H  4.923  2.716  0.322
S  0.232  -1.667  5.520
C  1.735  -2.227  4.910
C  1.933  -1.839  3.584
C  0.892  -1.010  3.081
C  -0.080  -0.796  4.035
C  -1.265  0.021  3.877
C  -2.334  0.014  4.783
C  -3.462  0.774  4.516
C  -3.511  1.536  3.343
C  -2.428  1.531  2.472
N  -1.318  0.792  2.736
H  2.397  -2.819  5.531
H  2.801  -2.126  2.994
H  -2.259  -0.613  5.668
H  -4.298  0.773  5.211
H  -4.388  2.130  3.090
H  -2.411  2.108  1.539


Density functional theory data (ωB97M-V with the def2-TZVPD basis set) for a molecular structure, C25H50Cl3F4Na3O10S3.

F_max   0.1572 hartree/bohr
2S+1   1
E_HOMO   -6.3 eV
E_tot   -5195.66981 Eh
HOMO-LUMO gap   0.88 eV

Cartesian coordinates (Å):
C  3.295  -3.338  3.279
C  4.720  -2.501  3.453
O  5.124  -2.251  4.710
O  5.540  -2.058  2.315
C  4.897  -0.921  1.602
C  5.140  0.450  2.496
C  4.565  1.786  1.739
C  3.211  2.433  2.421
C  1.905  1.502  1.954
C  0.794  1.367  3.191
C  0.038  -0.077  3.016
C  0.035  -1.137  4.310
O  -1.223  -1.956  4.300
C  -1.812  -1.709  2.975
C  -3.218  -2.430  2.541
S  -2.895  -3.192  0.819
O  -1.782  -4.308  0.917
O  -2.259  -2.019  -0.024
C  -1.621  -0.090  2.809
H  2.599  -2.866  2.462
H  3.549  -4.459  2.959
H  2.760  -3.394  4.322
H  5.346  -0.873  0.521
H  3.761  -1.200  1.488
H  4.614  0.361  3.561
H  6.318  0.528  2.673
H  5.434  2.578  1.657
H  4.274  1.492  0.631
H  3.332  2.320  3.592
H  3.068  3.550  2.068
H  1.432  1.849  0.942
H  2.336  0.423  1.794
H  1.440  1.301  4.180
H  0.073  2.288  3.151
H  0.376  -0.520  1.969
H  0.808  -1.949  3.900
H  0.357  -0.662  5.354
H  -0.996  -2.192  2.257
H  -4.115  -1.650  2.470
H  -3.556  -3.319  3.223
H  -4.063  -3.656  0.194
H  -2.023  0.608  3.689
H  -2.051  0.437  1.852
C  -0.518  1.985  7.155
Cl  -0.863  2.627  5.544
Cl  1.219  1.762  7.392
H  -0.892  2.685  7.905
H  -1.019  1.020  7.268
C  -2.520  3.827  0.185
C  -1.344  3.271  -0.574
O  -0.197  3.647  -0.337
C  -1.626  2.239  -1.632
H  -2.166  4.561  0.916
H  -3.207  4.323  -0.506
H  -3.032  3.021  0.718
H  -2.273  2.665  -2.403
H  -2.098  1.363  -1.180
H  -0.684  1.929  -2.096
Na  -3.115  0.023  -1.394
C  -1.687  5.756  -4.695
S  -3.159  4.801  -5.136
O  -3.184  3.582  -4.263
C  -2.565  4.290  -6.767
H  -1.817  6.147  -3.683
H  -0.803  5.114  -4.724
H  -1.570  6.589  -5.392
H  -1.626  3.740  -6.667
H  -2.418  5.172  -7.395
H  -3.317  3.643  -7.223
C  -6.372  -3.295  -4.721
S  -4.573  -3.133  -4.622
O  -4.254  -1.668  -4.583
C  -4.243  -3.717  -6.302
H  -6.805  -2.946  -3.781
H  -6.757  -2.688  -5.544
H  -6.637  -4.344  -4.873
H  -4.761  -3.084  -7.026
H  -4.578  -4.752  -6.401
H  -3.167  -3.667  -6.482
Cl  -4.005  -2.568  4.624
F  -6.705  -4.660  -6.978
Na  3.495  1.354  8.907
Na  2.895  4.018  7.462
C  1.211  -1.682  -2.285
C  2.076  -2.916  -2.447
O  3.114  -2.757  -3.408
C  4.302  -1.995  -3.048
O  4.828  -2.456  -1.916
C  4.083  -0.428  -3.056
F  3.236  -0.061  -4.062
F  5.247  0.238  -3.304
F  3.576  0.095  -1.914
H  0.986  -1.223  -3.253
H  0.270  -1.935  -1.782
H  1.703  -0.937  -1.664
H  1.437  -3.717  -2.839
H  2.451  -3.278  -1.484
H  4.904  -2.126  -3.959


Density functional theory data (ωB97M-V with the def2-TZVPD basis set) for a molecular structure, C25H50ClF3O3P2SSi2Zr.

F_max   0.0816 hartree/bohr
2S+1   1
E_HOMO (alpha / beta)   -4.9 / -4.9 eV
E_tot   -3675.09056 Eh
HOMO-LUMO gap (alpha / beta)   4.73 / 4.74 eV

Cartesian coordinates (Å):
Zr  -0.364  0.023  -0.274
C  -1.421  0.051  1.985
C  -1.864  1.215  1.293
C  -2.529  0.747  0.083
Si  -1.572  2.939  2.001
C  -2.529  -0.681  0.095
C  -1.840  -1.125  1.295
Si  -1.556  -2.859  1.936
H  -0.976  0.063  2.979
H  -2.969  1.383  -0.683
H  -2.984  -1.341  -0.640
Cl  1.455  0.121  -2.652
C  -1.156  -2.748  3.752
C  -3.036  -3.939  1.568
C  -1.304  2.860  3.848
C  -3.029  4.026  1.563
H  -3.944  -3.549  2.054
H  -2.833  -4.934  1.989
H  -3.250  -4.053  0.498
H  -0.233  -2.172  3.911
H  -1.008  -3.767  4.132
H  -1.967  -2.277  4.325
H  -3.948  3.616  2.008
H  -3.198  4.137  0.485
H  -2.867  5.025  1.993
H  -2.173  2.428  4.364
H  -1.149  3.875  4.240
H  -0.422  2.245  4.084
C  0.029  -3.437  1.046
C  0.056  3.502  1.172
P  0.243  -2.682  -0.608
H  0.016  -4.539  1.018
H  0.870  -3.144  1.695
P  0.305  2.753  -0.487
H  0.886  3.174  1.820
H  0.091  4.606  1.161
C  1.926  3.405  -1.139
C  -0.987  3.728  -1.444
C  -1.067  -3.631  -1.562
C  1.852  -3.339  -1.281
C  2.965  -2.288  -1.235
H  1.625  -3.562  -2.339
C  2.325  -4.637  -0.614
H  2.587  -4.480  0.440
H  3.226  -4.998  -1.129
H  1.584  -5.442  -0.665
H  2.681  -1.378  -1.782
H  3.868  -2.672  -1.728
H  3.220  -1.988  -0.213
H  -1.992  -3.407  -1.005
C  -0.854  -5.147  -1.568
C  -1.239  -3.126  -2.998
H  -0.838  -5.592  -0.566
H  0.067  -5.422  -2.099
H  -1.691  -5.606  -2.113
H  -1.570  -2.081  -3.030
H  -2.016  -3.727  -3.495
H  -0.311  -3.236  -3.578
H  -1.923  3.495  -0.911
C  -1.143  3.250  -2.890
C  -0.760  5.242  -1.392
H  -0.759  5.644  -0.372
H  -1.583  5.730  -1.931
H  0.174  5.529  -1.891
H  -1.486  2.208  -2.940
H  -0.208  3.360  -3.459
H  -1.913  3.863  -3.385
C  3.029  2.341  -1.168
C  2.420  4.634  -0.370
H  1.698  3.706  -2.177
H  2.640  4.376  0.673
H  1.706  5.465  -0.381
H  3.349  4.999  -0.831
H  3.285  1.983  -0.164
H  3.925  2.751  -1.653
H  2.732  1.471  -1.768
C  0.435  0.065  -4.232
H  -0.656  0.061  -4.569
H  0.923  0.918  -4.780
H  0.933  -0.787  -4.766
F  2.152  -2.081  3.359
C  3.009  -1.092  2.957
F  3.801  -0.782  4.002
F  3.788  -1.608  1.970
S  1.994  0.387  2.394
O  1.044  0.509  3.504
O  2.911  1.477  2.167
O  1.294  -0.035  1.096